ORCA calculation (the ωB97M-V functional and the def2-TZVPD basis) on a molecular structure, CH3P in a non-equilibrium geometry.

Computed properties:
Energy relative to the best compared isomer or geometry (same formula, charge and spin) in kcal/mol: 20.1
Strongest force on any atom in eV/A: 4.22
LUMO in eV: 0.06
Kohn-Sham gap in eV: 9.70
Highest occupied orbital energy in eV: -9.64
Total charge: 0
Spin multiplicity: 1

Positions of all 5 atoms, in Å:
1 C -0.495452 -0.229974 -0.046975
2 P 0.470824 1.066636 -0.301130
3 H -1.463188 0.074310 -0.262113
4 H -0.402185 -1.278256 0.079605
5 H 1.890001 0.367285 0.530613

Cartesian forces, eV/Å:
C 0.6 0.5 -0.5
P 3.2 -1.3 2.4
H -2.2 0.1 -0.6
H 0.6 -0.6 0.7
H -2.2 1.3 -1.9